(1)
DFT (the ωB97M-V functional and the def2-TZVPD basis) results for C44H36NO5P2Zr as an isolated structure.

Summary:
Gap between HOMO and LUMO   4.591 eV
E_tot   -2857.85458 a.u.
Net charge   +3
E_HOMO   -16.83 eV

```
89
Properties=species:S:1:pos:R:3:forces:R:3:mulliken_charge:R:1
Zr 0.411686 0.047184 -0.600005 3.9042 -0.0129 -3.3879 -0.23
P -0.599012 -2.495528 -0.750186 -0.6280 -2.5515 -0.0372 2.18
C -0.488156 -0.026640 1.323228 -4.4935 0.9950 10.0834 0.82
O -0.975538 0.123079 2.393116 2.6665 -1.2443 -6.9430 -0.17
P -0.312866 2.602674 -0.894322 -0.1500 2.4951 -0.0871 1.96
C -0.516597 -3.422270 0.828224 -0.2980 0.2976 0.3591 0.23
C 0.692173 -3.302482 -1.758523 -0.0476 0.4965 -0.0812 0.04
C -2.195909 -2.976111 -1.522204 -0.6549 0.5505 0.1388 0.55
C -1.917945 3.459309 -1.070628 -1.0495 -0.7190 0.3129 0.54
C 0.481770 3.373416 0.585401 -0.1915 -0.1535 -0.0464 0.76
C 0.711161 3.203488 -2.277325 -0.5018 -0.4360 -0.2805 0.70
C -1.642985 -4.027471 1.421157 0.0834 0.3843 -0.1649 -0.58
C -1.550269 -4.560323 2.710346 0.3098 0.1295 -0.2115 -0.74
C -0.330387 -4.468630 3.396409 0.0340 -0.2126 -0.0898 -0.74
C 0.809017 -3.918118 2.793043 -0.2229 -0.1484 -0.0376 -0.98
C 0.717500 -3.429189 1.493855 0.1241 0.5885 0.1612 -0.29
H -2.582669 -4.073538 0.869968 0.2081 0.0084 0.2250 0.51
H -2.427809 -5.037481 3.165657 0.5101 0.2233 -0.1852 0.45
H -0.249572 -4.888887 4.394925 -0.0464 0.1399 -0.0904 0.45
H 1.769174 -3.877973 3.318807 -0.4606 -0.1468 -0.1829 0.53
H 1.610252 -3.037722 0.993993 -0.2382 -0.1807 0.2108 0.62
C -3.390835 -2.417989 -1.008642 -0.0706 0.0168 -0.3305 -0.54
C -4.631412 -2.748577 -1.554517 0.1707 -0.2414 0.0484 -0.92
C -4.698840 -3.669630 -2.609526 0.3551 -0.1774 0.1310 -0.58
C -3.522198 -4.254166 -3.110442 0.0049 0.0885 0.3406 -0.72
C -2.272761 -3.929002 -2.559722 0.1482 0.4195 -0.1320 -0.59
H -3.371638 -1.674439 -0.210679 0.0031 -0.6478 -0.1398 0.71
H -5.543841 -2.299977 -1.142303 0.4271 -0.2543 -0.2192 0.43
H -5.673162 -3.968536 -3.007227 0.4125 0.2001 0.0246 0.42
H -3.574725 -4.979932 -3.928468 0.0233 0.2880 0.3732 0.44
H -1.351739 -4.378249 -2.951623 -0.5117 0.1372 0.1034 0.44
C 1.172849 -4.590802 -1.466202 0.1593 0.2643 0.0701 -0.12
C 2.214168 -5.124981 -2.228961 -0.2649 0.2616 0.1386 -0.74
C 2.769066 -4.374942 -3.275776 -0.2549 0.0648 -0.0451 -0.61
C 2.265106 -3.105772 -3.590997 0.0012 -0.0201 -0.1666 -0.86
C 1.197397 -2.582270 -2.854976 0.6823 -0.0381 0.3774 -0.07
H 0.740064 -5.153668 -0.637294 0.2197 0.1223 -0.2726 0.53
H 2.597164 -6.117876 -1.979342 -0.1348 0.3424 -0.2182 0.46
H 3.576221 -4.808011 -3.869808 -0.1992 0.2430 0.2025 0.45
H 2.694422 -2.536065 -4.422390 -0.1940 -0.2785 0.3498 0.45
H 0.786907 -1.593042 -3.113977 -0.0397 -0.2239 -0.1153 0.46
C 1.870479 3.579526 0.606530 0.0884 -0.6942 0.2791 -0.45
C 2.472610 4.074078 1.763830 0.0089 -0.0769 -0.0390 -0.75
C 1.699027 4.351386 2.899817 -0.1604 0.6739 -0.4337 -0.65
C 0.302818 4.207668 2.852442 0.0234 0.0431 -0.0755 -0.83
C -0.316124 3.752698 1.683706 0.1866 -0.7758 0.3449 -0.36
H 2.475260 3.252480 -0.247611 -0.1273 0.3762 0.3639 0.41
H 3.554731 4.225069 1.775208 -0.3783 0.0024 0.0610 0.45
H 2.169713 4.820715 3.771526 -0.1799 -0.4854 -0.2448 0.49
H -0.303050 4.466904 3.728565 0.2471 -0.0626 -0.4225 0.50
H -1.400138 3.591533 1.656795 0.3857 0.2749 -0.0097 0.51
C -3.095770 2.848106 -0.588252 0.1072 -0.0716 -0.1207 0.01
C -4.346858 3.438637 -0.726112 0.0487 0.1985 0.0795 -0.84
C -4.455745 4.702812 -1.311932 0.4729 -0.1526 0.0707 -0.62
C -3.285238 5.332636 -1.769557 0.0230 -0.0675 0.1637 -0.70
C -2.024501 4.728704 -1.661421 -0.0303 -0.1921 -0.0633 -0.75
H -3.085901 1.869235 -0.115486 0.2178 0.4108 -0.0541 0.27
H -5.221551 2.895630 -0.354764 0.2719 0.3574 -0.1624 0.44
H -5.435834 5.184922 -1.384690 0.4812 -0.1203 -0.1075 0.42
H -3.344031 6.323513 -2.213343 -0.0172 -0.1909 0.0519 0.44
H -1.129126 5.226886 -2.044646 -0.5791 -0.0690 0.0853 0.37
C 1.204961 4.516536 -2.322764 0.5454 -0.2839 0.2210 -0.30
C 2.060235 4.893810 -3.359917 -0.1869 -0.2238 0.2412 -0.83
C 2.405311 3.965956 -4.351218 -0.5298 0.0758 -0.1128 -0.62
C 1.830129 2.689852 -4.353677 -0.0008 0.0237 -0.2763 -0.95
C 0.927163 2.328416 -3.354260 0.9504 0.0362 0.5335 -0.41
H 0.986063 5.210792 -1.508859 0.1521 -0.1773 -0.2679 0.51
H 2.475315 5.902842 -3.354792 -0.1410 -0.3050 -0.1606 0.44
H 3.046392 4.279520 -5.175577 -0.0069 -0.2210 0.3184 0.44
H 2.078783 1.977657 -5.142965 -0.1174 0.3003 0.1806 0.45
H 0.476332 1.325458 -3.365251 -0.0549 0.1782 -0.1090 0.51
H -2.800556 0.106157 -0.404972 0.4504 -0.0687 -1.2306 -0.64
H -2.710849 -0.019600 -1.171929 0.0656 0.2956 1.0581 0.66
O 3.529703 -1.767983 0.511785 -1.7805 2.9124 0.3456 -0.55
C 2.919727 -0.752835 0.845089 1.9816 -2.4145 0.6318 -0.07
O 2.326455 0.093198 -0.068433 -2.7004 -0.1340 -0.4999 -0.61
C 2.693326 -0.373268 2.290440 0.0550 0.0479 0.3083 0.19
C 3.274665 -1.218384 3.236563 -0.0929 -0.1138 -0.0934 -1.05
C 2.997672 -1.106825 4.591465 -0.5677 0.2878 0.2033 -0.59
C 2.060207 -0.137498 5.030909 0.7948 -0.2047 -2.8122 -0.26
C 1.547461 0.802067 4.107215 0.3006 -0.6483 0.9439 -0.79
C 1.913774 0.686239 2.773273 -0.1575 0.1740 -0.4535 0.84
N 1.606203 -0.156446 6.376517 -0.6345 0.0681 3.9828 0.94
O 2.075280 -1.054078 7.121995 -1.2695 2.1329 -1.8322 -0.53
O 0.799443 0.734950 6.738454 1.7109 -2.0304 -0.9813 -0.54
H 3.902844 -2.000913 2.840947 0.2077 -0.1654 0.2848 0.63
H 3.449111 -1.808821 5.289874 -0.2089 0.2725 -0.0313 0.56
H 0.863925 1.583430 4.457178 0.3794 -0.3348 -0.1588 0.66
H 1.564927 1.467769 2.110261 -0.0296 0.0717 -0.1857 0.92
```
Forces are in eV/Å.

---

(2)
DFT (the ωB97M-V functional and the def2-TZVPD basis) results for C44H37HgN9O6S2Te as an isolated structure.

Summary:
Gap between HOMO and LUMO (alpha / beta)   4.469 / 7.633 eV
E_tot   -3861.03165 a.u.
Energy relative to the best compared isomer or geometry (same formula, charge and spin)   0.0 kcal/mol
2S+1   2
Expectation value of S²   0.774
Net charge   -1
E_HOMO (alpha / beta)   -2.56 / -5.73 eV

```
100
Properties=species:S:1:pos:R:3:forces:R:3:mulliken_charge:R:1
Hg 1.281865 0.090909 0.278331 -0.2103 0.3475 -0.1359 2.60
C -1.659408 0.578458 1.988964 -0.0007 0.0167 0.0401 -1.01
N -0.730685 1.485502 1.362329 -0.0343 -0.0237 -0.1129 0.26
C -1.312736 2.478919 0.480301 0.0407 -0.0105 0.0047 -1.49
C -0.500441 2.649079 -0.769305 0.0988 -0.0085 -0.0385 0.17
N 0.680942 2.128496 -0.976539 0.0384 0.0797 0.0528 -0.13
C 1.049519 2.532348 -2.257178 -0.0694 0.0232 -0.0182 -0.50
C 2.176927 2.212884 -3.007251 -0.0027 -0.0436 0.0012 0.04
C 2.253685 2.735245 -4.284225 0.0084 -0.0417 0.0035 -0.99
C 1.231236 3.538305 -4.811622 -0.0264 0.0462 0.0220 -0.61
C 0.097791 3.846561 -4.082339 0.0585 0.0757 -0.0145 -0.80
C 0.035503 3.328669 -2.795914 0.1282 0.0695 0.0165 0.63
N -0.932689 3.402988 -1.810045 -0.0132 0.0498 0.0396 -0.09
C -0.935574 -0.603559 2.550329 0.0911 -0.0210 0.0177 -0.52
N 0.289948 -0.944558 2.264932 -0.0112 -0.0414 0.1818 0.81
C 0.518903 -2.145840 2.924804 -0.0094 0.0137 -0.0113 -0.35
C 1.646939 -2.959166 2.938303 -0.0046 -0.0183 0.0069 -0.81
C 1.563865 -4.146828 3.640323 0.0293 0.0262 -0.0216 -0.76
C 0.391715 -4.521666 4.312947 -0.0091 -0.0098 -0.0015 -0.52
C -0.731469 -3.715828 4.317497 -0.0171 -0.0021 -0.0060 -0.85
C -0.636564 -2.520643 3.616713 0.0451 0.0009 0.0185 0.61
N -1.534370 -1.491410 3.389109 -0.0882 -0.0071 -0.0207 0.24
H -2.353606 0.197066 1.233889 -0.0213 -0.0160 -0.0435 0.29
H -2.266292 1.033198 2.787955 0.0058 0.0090 0.0144 0.42
H -0.089307 1.883987 2.050456 -0.0368 0.0248 0.0391 0.31
H -1.410271 3.456206 0.968869 -0.0033 0.0060 -0.0104 0.44
H -2.317898 2.179590 0.179325 -0.0487 -0.0493 -0.0250 0.44
H 2.930813 1.542423 -2.613524 0.0138 0.0077 0.0085 0.58
H 3.107368 2.496338 -4.905443 0.0052 -0.0057 0.0068 0.40
H 1.322128 3.907017 -5.825704 -0.0090 -0.0005 0.0043 0.41
H -0.713887 4.424211 -4.504601 -0.0506 -0.0170 0.0059 0.47
H -1.891205 3.692710 -1.953180 -0.0243 0.0387 0.0068 0.44
H 2.543757 -2.669935 2.405185 0.0003 -0.0025 0.0031 0.57
H 2.417775 -4.811155 3.664515 0.0013 0.0066 -0.0031 0.41
H 0.362075 -5.471027 4.831888 0.0017 0.0023 0.0081 0.40
H -1.643917 -4.018539 4.815401 0.0087 0.0127 0.0033 0.43
H -2.507431 -1.485333 3.638067 -0.0409 -0.0039 0.0112 0.29
Te -1.548878 -3.118602 0.258279 -0.0081 -0.0123 -0.0336 0.45
C -2.264802 -3.532110 -1.682368 0.0034 0.0531 -0.0043 0.42
C -3.363218 -2.847347 -2.190281 -0.0261 -0.0060 0.0016 -0.12
C -3.781446 -3.067892 -3.494981 -0.0103 0.0006 0.0146 -0.53
C -3.101302 -3.971401 -4.298034 0.0106 -0.0069 0.0002 -0.49
C -2.000651 -4.652320 -3.797215 -0.0094 0.0172 -0.0062 -0.57
C -1.579131 -4.430220 -2.493680 0.0175 0.0158 0.0152 -0.48
C -2.893384 -4.399287 1.304420 0.0048 -0.0089 -0.0302 0.21
C -2.492784 -5.666395 1.718562 0.0419 -0.0177 0.0235 -0.35
C -3.336589 -6.463465 2.481116 -0.0105 -0.0103 0.0150 -0.61
C -4.594034 -6.000892 2.843244 -0.0012 -0.0015 0.0006 -0.42
C -5.005694 -4.739362 2.435552 -0.0102 -0.0118 0.0027 -0.63
C -4.157988 -3.945855 1.673474 -0.0106 0.0223 -0.0231 -0.28
H -3.877831 -2.116659 -1.579297 0.0047 -0.0168 -0.0128 0.18
H -4.622258 -2.510938 -3.888364 0.0026 -0.0016 -0.0023 0.39
H -3.417313 -4.130545 -5.321387 -0.0004 0.0013 0.0021 0.38
H -1.455764 -5.344266 -4.427123 0.0006 0.0027 0.0000 0.38
H -0.703087 -4.938975 -2.112523 -0.0060 -0.0084 0.0028 0.35
H -1.506403 -6.026475 1.452410 -0.0076 -0.0041 -0.0111 0.38
H -3.009548 -7.447584 2.794476 -0.0011 0.0012 0.0020 0.39
H -5.251685 -6.621967 3.438833 0.0006 0.0031 -0.0020 0.39
H -5.987969 -4.372912 2.708719 0.0017 -0.0034 -0.0028 0.40
H -4.484674 -2.963080 1.352703 -0.0044 0.0059 0.0108 0.39
O 1.096514 -0.953874 -3.030281 -0.0111 -0.0871 0.0180 -0.75
C 0.112457 -0.752151 -2.336932 0.2018 0.2236 -0.1834 -0.15
O 0.054643 -1.054780 -1.047780 -0.0850 -0.2519 0.1620 -0.59
C -1.076114 -0.029452 -2.862374 -0.0386 0.0099 0.0466 0.16
C -1.034113 0.556175 -4.136252 -0.0080 -0.0469 -0.0159 -0.70
C -1.966509 1.489785 -4.524806 -0.1209 -0.0569 -0.0147 -0.23
C -2.974188 1.890531 -3.618215 -0.0075 -0.1178 -0.0462 -1.14
C -3.123386 1.186744 -2.400794 -0.0140 -0.0112 -0.0373 -0.84
C -2.173194 0.260302 -2.040297 -0.0260 -0.0100 -0.0024 1.32
N -3.736402 3.017731 -3.861773 0.1870 -0.0990 -0.0189 0.99
O -3.584350 3.644735 -4.954891 -0.0174 0.0646 -0.0655 -0.79
O -4.515055 3.436418 -2.941155 -0.0513 0.0812 0.1235 -0.79
H -0.201497 0.311186 -4.784618 0.0019 0.0025 0.0148 0.44
H -1.905390 1.995454 -5.477185 0.0060 -0.0188 0.0123 0.45
H -3.954531 1.444048 -1.758517 0.0072 -0.0071 0.0021 0.41
H -2.240781 -0.247053 -1.086087 0.0110 -0.0019 0.0999 0.36
N 6.632231 6.240806 0.250766 0.0067 0.0173 -0.0045 -0.58
C 6.033284 5.005053 0.481769 -0.0201 -0.0279 0.0070 1.06
C 4.932738 4.602039 -0.282596 0.0139 0.0069 0.0047 -0.74
C 4.362638 3.362157 -0.086975 -0.0223 0.0126 -0.0092 -0.32
C 4.892183 2.502305 0.869554 -0.0661 -0.0079 0.0272 -0.74
C 5.980525 2.886549 1.633839 0.0387 -0.0074 0.0274 -0.45
C 6.550639 4.133819 1.439756 -0.0018 0.0148 -0.0158 -0.74
S 4.116440 0.946378 1.134360 -0.0105 -0.0187 -0.1077 1.34
O 3.806151 0.386476 -0.170735 0.2899 -0.0039 -0.0320 -0.83
O 4.951620 0.189516 2.035286 0.0201 0.0208 0.0130 -0.75
N 2.669905 1.269169 1.732958 -0.2570 -0.2919 -0.1344 -0.31
C 2.433808 1.496806 3.053601 0.0878 0.0745 0.0671 0.10
S 3.574680 1.183734 4.342883 0.0215 0.0094 0.0829 -0.06
C 2.413011 1.751234 5.483672 -0.0081 -0.0142 -0.0697 -0.40
C 1.276289 2.095634 4.840867 -0.0132 0.0121 0.0754 -0.80
N 1.283508 1.962303 3.476526 0.0736 0.0020 -0.0168 -0.42
H 6.037940 6.928490 -0.183061 0.0013 -0.0043 0.0005 0.23
H 7.151434 6.618011 1.026701 -0.0038 -0.0054 -0.0013 0.23
H 4.525291 5.268926 -1.033538 0.0037 -0.0020 -0.0010 0.35
H 3.502640 3.058407 -0.670663 -0.0056 -0.0079 0.0014 0.55
H 6.378279 2.204323 2.373339 -0.0103 0.0005 -0.0106 0.52
H 7.407167 4.435395 2.031442 -0.0001 0.0000 -0.0024 0.29
H 2.624886 1.795548 6.538518 0.0027 0.0013 -0.0030 0.42
H 0.386038 2.474048 5.323589 -0.0032 -0.0015 -0.0093 0.43
```
Forces are in eV/Å.